No. 1
Molecular formula: C3H9N2S
Method: DFT, ωB97M-V with the def2-TZVPD basis set

Results
lowest unoccupied orbital energy: -4.759 eV
highest occupied orbital energy: -0.510 Ha
energy: -627.0725 a.u.
charge: +1

Each line ends with the Löwdin charge.
Atoms and positions in Å:
C (-1.4204, 0.2109, 1.3034)  -0.21
C (-1.2732, -0.4997, 0.0178)  -0.64
C (1.6285, 1.2216, -0.3800)  -0.15
N (-1.3069, -1.6492, -0.6446)  0.18
N (1.3012, -0.1247, 0.0344)  -0.06
S (-1.6477, 1.1069, -0.3380)  1.07
H (-2.4496, -0.0499, 1.8636)  0.16
H (-0.6451, 0.5073, 1.8794)  0.04
H (1.8937, 1.7468, 0.4998)  0.08
H (2.3924, 1.1452, -1.0494)  0.05
H (0.7163, 1.6644, -0.8482)  0.04
H (-1.6278, -1.6720, -1.6004)  0.14
H (-0.7561, -2.4309, -0.3028)  0.15
H (2.1181, -0.5727, 0.3972)  0.09
H (1.0768, -0.6040, -0.8322)  0.07


No. 2
Molecular formula: C3H9N4O2
Method: DFT, ωB97M-V with the def2-TZVPD basis set

Results
lowest unoccupied orbital energy: -5.817 eV
highest occupied orbital energy: -0.402 Ha
energy: -488.7057 a.u.
charge: +1

Each line ends with the Löwdin charge.
Atoms and positions in Å:
C (-1.4565, 0.0104, 0.7725)  -0.12
C (-0.7710, -1.0819, 0.2866)  -0.14
C (3.0840, 0.1311, 0.4536)  -0.06
N (-1.1861, -2.1934, -0.2109)  0.11
N (-2.5588, 0.5225, 0.2338)  -0.32
N (2.0523, 0.2775, -0.4790)  0.05
N (1.6186, 1.4433, -0.7090)  0.19
O (-3.1881, -0.2786, -0.7142)  0.07
O (-2.9692, 1.6618, 0.3560)  0.04
H (-0.9912, 0.6488, 1.5107)  0.12
H (2.7619, -0.5841, 1.2164)  0.12
H (3.9232, -0.3579, -0.0549)  0.12
H (3.4135, 1.0669, 0.9187)  0.10
H (-2.1556, -2.5091, -0.1775)  0.12
H (-0.5255, -2.8142, -0.6620)  0.11
H (1.9865, 2.2821, -0.2414)  0.17
H (0.9022, 1.5485, -1.4203)  0.16
H (-3.9402, 0.2264, -1.0791)  0.15


No. 3
Molecular formula: C11H12N
Method: DFT, ωB97M-V with the def2-TZVPD basis set

Results
lowest unoccupied orbital energy: -4.252 eV
highest occupied orbital energy: -0.466 Ha
structure (SMILES): C1=C=C[N@@H+]2CCCC(=C=CC=1)C2
energy: -480.6003 a.u.
charge: +1

Each line ends with the Löwdin charge.
Atoms and positions in Å:
C (-2.6639, 0.4173, -0.5011)  0.01
C (-1.7658, 0.1439, 0.3197)  -0.02
C (-2.7690, 0.5126, -1.7557)  -0.01
C (-1.4906, 0.1045, -2.3656)  -0.06
C (-1.2183, -0.2385, 1.4461)  0.11
C (-0.4512, 0.1642, -1.6842)  -0.04
C (1.4322, 1.1384, 1.0325)  -0.12
C (1.6974, 0.8597, -0.4623)  -0.14
C (1.1729, -0.2214, 1.7045)  -0.16
C (0.4391, -1.3062, -0.2424)  -0.08
C (0.6738, -0.0045, -1.0439)  -0.16
N (0.1854, -1.0372, 1.1102)  -0.09
H (-3.6566, 0.5433, -2.4540)  0.15
H (-1.4110, -0.2370, -3.4658)  0.17
H (2.1545, 1.7774, 1.4585)  0.11
H (0.4921, 1.7757, 0.9394)  0.14
H (1.7306, 1.8252, -1.0702)  0.16
H (2.6655, 0.3387, -0.6335)  0.14
H (2.0846, -0.8811, 1.6128)  0.17
H (0.9018, 0.0651, 2.7331)  0.15
H (-0.3769, -1.8062, -0.6891)  0.14
H (1.3464, -1.8377, -0.2126)  0.14
H (0.1291, -1.8399, 1.7316)  0.19
H (-1.3020, -0.2562, 2.4922)  0.12